Arrangement one

Formula: C32H88N8O8
Source: the OMol25 dataset
Level of theory: ωB97M-V/def2-TZVPD

Geometry as ORCA input:
```
! RIJCOSX wB97M-V def2-TZVPD def2/J DEFGRID3
* xyz 0 1
C 2.495 1.343 -7.208
O 2.884 0.274 -6.471
C 3.078 -1.002 -7.082
C 3.747 -2.092 -6.176
C 4.344 -3.182 -7.011
N 2.934 -2.697 -5.176
H 1.680 1.174 -7.911
H 3.286 1.747 -7.840
H 1.970 2.107 -6.634
H 2.183 -1.498 -7.458
H 3.658 -0.800 -7.982
H 4.606 -1.623 -5.697
H 4.950 -3.938 -6.512
H 5.022 -2.779 -7.764
H 3.716 -3.995 -7.374
H 2.875 -2.155 -4.326
H 2.037 -3.091 -5.420
C 7.603 -5.597 -1.140
O 8.472 -5.633 -2.198
C 8.473 -4.541 -3.082
C 9.465 -4.779 -4.173
C 9.265 -6.039 -5.064
N 10.799 -4.874 -3.534
H 7.750 -4.971 -0.260
H 7.676 -6.620 -0.771
H 6.620 -5.337 -1.535
H 7.495 -4.356 -3.526
H 8.622 -3.616 -2.525
H 9.597 -3.925 -4.837
H 8.371 -5.957 -5.681
H 9.177 -6.986 -4.531
H 10.075 -6.029 -5.793
H 10.546 -5.391 -2.704
H 11.088 -3.929 -3.324
C -1.890 4.662 5.097
O -3.070 3.974 5.489
C -4.299 4.546 4.970
C -5.565 3.665 5.069
C -6.714 4.287 4.349
N -5.879 3.173 6.376
H -1.715 5.594 5.634
H -1.622 4.730 4.042
H -1.136 4.040 5.581
H -4.405 5.594 5.249
H -4.196 4.679 3.893
H -5.318 2.716 4.593
H -7.586 3.638 4.427
H -6.618 4.605 3.311
H -6.904 5.331 4.598
H -6.162 2.207 6.295
H -5.064 3.200 6.972
C -1.627 1.083 -4.938
O -2.324 2.251 -5.366
C -2.879 3.099 -4.271
C -2.273 4.507 -4.343
C -2.476 5.377 -3.071
N -2.809 5.124 -5.614
H -2.384 0.527 -4.385
H -0.758 1.378 -4.350
H -1.286 0.581 -5.844
H -3.930 3.106 -4.560
H -2.684 2.727 -3.265
H -1.235 4.266 -4.571
H -2.214 6.387 -3.387
H -1.885 5.112 -2.194
H -3.519 5.403 -2.754
H -2.646 4.383 -6.282
H -3.803 5.081 -5.440
C -5.499 -4.963 7.071
O -6.264 -3.779 7.015
C -6.082 -2.952 5.925
C -6.841 -3.512 4.699
C -6.956 -2.551 3.522
N -8.170 -3.983 5.020
H -4.427 -4.765 7.064
H -5.714 -5.636 6.241
H -5.779 -5.419 8.021
H -6.412 -1.954 6.215
H -5.062 -2.681 5.654
H -6.455 -4.485 4.394
H -7.871 -1.960 3.496
H -7.034 -3.112 2.591
H -6.012 -2.015 3.423
H -8.885 -3.331 5.311
H -8.019 -4.660 5.754
C -7.306 -0.907 -2.633
O -6.567 -2.009 -2.020
C -6.627 -3.205 -2.801
C -5.853 -4.323 -2.108
C -4.346 -4.145 -2.076
N -6.018 -5.561 -2.781
H -7.738 -0.344 -1.805
H -8.255 -1.075 -3.142
H -6.550 -0.371 -3.207
H -7.656 -3.565 -2.788
H -6.426 -3.159 -3.871
H -6.314 -4.528 -1.142
H -3.750 -4.398 -2.953
H -3.941 -4.805 -1.310
H -4.022 -3.161 -1.736
H -7.007 -5.694 -2.938
H -5.710 -5.350 -3.719
C 8.007 7.925 6.279
O 6.932 7.178 6.635
C 6.839 6.053 5.694
C 5.722 5.186 6.236
C 5.465 3.762 5.628
N 4.481 5.931 6.165
H 8.930 7.382 6.078
H 8.207 8.557 7.145
H 7.758 8.624 5.481
H 6.618 6.377 4.677
H 7.767 5.484 5.731
H 5.919 5.156 7.308
H 4.925 3.956 4.701
H 4.796 3.228 6.304
H 6.412 3.234 5.515
H 3.875 5.630 6.916
H 4.700 6.888 6.402
C -1.088 0.979 1.228
O 0.003 0.059 1.299
C 1.183 0.405 0.734
C 1.957 -0.894 0.285
C 3.203 -0.340 -0.407
N 1.365 -1.703 -0.687
H -1.454 0.972 2.255
H -1.994 0.666 0.709
H -0.907 2.026 0.985
H 1.134 0.941 -0.214
H 1.845 0.980 1.381
H 2.301 -1.368 1.205
H 4.012 -1.069 -0.442
H 3.713 0.505 0.055
H 3.039 -0.205 -1.477
H 0.395 -1.866 -0.456
H 1.826 -2.524 -0.322
*
```

- Highest occupied orbital energy: -0.32876 Ha
- Orbital gap: 0.33513 Ha
- LUMO energy: 0.17 eV
- Structure (SMILES): COC[C@H](C)N.COC[C@H](C)N.COC[C@H](C)N.COC[C@H](C)N.COC[C@H](C)N.COC[C@H](C)N.COC[C@H](C)N.COC[C@H](C)N

Arrangement two

Formula: C32H88N8O8
Source: the OMol25 dataset
Level of theory: ωB97M-V/def2-TZVPD

Geometry as ORCA input:
```
! RIJCOSX wB97M-V def2-TZVPD def2/J DEFGRID3
* xyz 0 1
C -3.288 -0.343 -4.468
O -2.299 0.259 -5.281
C -1.872 1.479 -4.726
C -0.921 2.228 -5.674
C -0.108 3.184 -4.834
N -1.629 2.915 -6.767
H -4.138 0.340 -4.351
H -2.901 -0.627 -3.483
H -3.637 -1.245 -4.972
H -2.707 2.159 -4.501
H -1.337 1.333 -3.779
H -0.240 1.498 -6.130
H 0.565 3.817 -5.414
H 0.468 2.624 -4.098
H -0.806 3.862 -4.327
H -2.281 2.260 -7.190
H -2.214 3.613 -6.309
C 1.408 -1.805 1.430
O 0.412 -1.129 0.697
C 0.584 0.278 0.750
C -0.581 0.968 0.057
C -1.886 0.698 0.799
N -0.701 0.619 -1.331
H 1.153 -2.867 1.436
H 1.422 -1.504 2.484
H 2.370 -1.674 0.921
H 0.704 0.622 1.786
H 1.542 0.506 0.252
H -0.443 2.047 0.189
H -2.725 1.005 0.178
H -1.920 1.192 1.771
H -2.022 -0.363 1.022
H 0.143 0.780 -1.876
H -0.928 -0.354 -1.503
C -3.070 3.690 3.558
O -4.083 2.747 3.846
C -3.558 1.595 4.465
C -4.669 0.652 4.898
C -4.060 -0.557 5.580
N -5.467 0.169 3.761
H -3.547 4.587 3.174
H -2.408 3.280 2.783
H -2.461 3.909 4.442
H -2.828 1.114 3.796
H -2.983 1.882 5.363
H -5.279 1.223 5.601
H -3.346 -0.309 6.374
H -3.535 -1.200 4.869
H -4.800 -1.169 6.099
H -5.761 0.993 3.245
H -4.873 -0.393 3.163
C 2.926 2.031 2.906
O 3.261 2.879 1.835
C 4.531 2.610 1.306
C 4.966 3.733 0.371
C 6.379 3.453 -0.143
N 4.876 5.049 1.021
H 2.048 2.416 3.422
H 3.727 1.908 3.641
H 2.681 1.032 2.530
H 5.318 2.512 2.073
H 4.521 1.644 0.775
H 4.319 3.701 -0.512
H 6.428 2.436 -0.528
H 7.159 3.632 0.599
H 6.575 4.168 -0.945
H 5.795 5.285 1.386
H 4.303 4.942 1.856
C -4.763 -1.192 -0.120
O -4.586 -1.525 1.237
C -4.595 -2.923 1.475
C -3.215 -3.552 1.359
C -3.294 -5.047 1.606
N -2.303 -2.925 2.308
H -4.060 -1.703 -0.784
H -4.751 -0.109 -0.211
H -5.756 -1.491 -0.492
H -4.978 -3.043 2.495
H -5.299 -3.426 0.802
H -2.883 -3.360 0.324
H -3.964 -5.530 0.894
H -3.711 -5.163 2.611
H -2.318 -5.529 1.572
H -1.332 -3.123 2.087
H -2.345 -1.915 2.193
C 2.873 2.062 -2.345
O 1.987 1.014 -2.645
C 2.273 0.362 -3.868
C 1.314 -0.809 -4.046
C 1.430 -1.829 -2.909
N 1.467 -1.481 -5.330
H 3.872 1.662 -2.115
H 2.552 2.567 -1.433
H 2.953 2.790 -3.160
H 2.072 1.083 -4.675
H 3.319 0.044 -3.968
H 0.304 -0.383 -3.998
H 2.459 -2.215 -2.940
H 0.715 -2.631 -3.053
H 1.377 -1.336 -1.939
H 2.406 -1.852 -5.417
H 1.255 -0.836 -6.080
C 0.839 4.845 1.247
O -0.469 5.219 0.894
C -0.576 5.689 -0.418
C -1.966 5.507 -1.026
C -2.344 4.023 -0.948
N -1.949 5.884 -2.457
H 1.237 4.122 0.530
H 0.844 4.387 2.235
H 1.515 5.705 1.319
H -0.358 6.774 -0.486
H 0.208 5.249 -1.056
H -2.694 6.076 -0.450
H -3.336 3.789 -1.333
H -2.402 3.767 0.117
H -1.570 3.386 -1.380
H -1.703 6.873 -2.526
H -1.124 5.420 -2.835
C 1.433 -6.729 1.157
O 2.622 -7.407 0.817
C 3.316 -7.900 1.966
C 4.440 -8.792 1.496
C 4.997 -9.580 2.682
N 5.549 -8.015 0.855
H 1.662 -5.700 1.465
H 0.834 -7.182 1.954
H 0.829 -6.715 0.250
H 3.663 -7.019 2.524
H 2.625 -8.456 2.611
H 4.115 -9.488 0.722
H 5.373 -8.920 3.468
H 5.814 -10.238 2.388
H 4.191 -10.171 3.124
H 6.350 -8.045 1.477
H 5.292 -7.033 0.813
*
```

- Highest occupied orbital energy: -0.32424 Ha
- Orbital gap: 0.33693 Ha
- LUMO energy: 0.35 eV
- Structure (SMILES): COC[C@H](C)N.COC[C@H](C)N.COC[C@H](C)N.COC[C@H](C)N.COC[C@H](C)N.COC[C@H](C)N.COC[C@H](C)N.COC[C@H](C)N

Of them, arrangement two has the highest stability.

Arrangement one

Formula: C6H14NS
Source: the OMol25 dataset
Level of theory: ωB97M-V/def2-TZVPD

Geometry as ORCA input:
```
! RIJCOSX wB97M-V def2-TZVPD def2/J DEFGRID3
* xyz -1 1
C 1.315 1.650 -0.454
C 0.352 1.382 -1.583
S 0.602 2.312 -3.133
C 2.522 0.657 -0.444
N 0.521 -1.571 1.488
C -0.563 -0.908 1.855
C -1.997 -1.312 1.425
C -2.057 -1.458 -0.093
H 0.819 1.548 0.523
H 1.736 2.655 -0.536
H -0.683 1.532 -1.214
H 0.396 0.332 -1.899
H 3.421 1.034 0.059
H 2.215 -0.180 0.184
H 2.788 0.410 -1.469
H -0.476 0.061 2.398
H 0.094 -0.962 0.676
H -2.646 -0.514 1.775
H -2.155 -2.290 1.880
H -1.292 -2.145 -0.445
H -1.850 -0.500 -0.585
H -3.063 -1.733 -0.407
*
```

- Highest occupied orbital energy: -0.08331 Ha
- Orbital gap: 0.19266 Ha
- LUMO energy: 2.98 eV

Arrangement two

Formula: C6H14NS
Source: the OMol25 dataset
Level of theory: ωB97M-V/def2-TZVPD

Geometry as ORCA input:
```
! RIJCOSX wB97M-V def2-TZVPD def2/J DEFGRID3
* xyz -1 1
C -1.628 0.411 -1.274
C -2.202 1.141 -0.115
S -3.392 0.149 0.820
C -0.822 -0.841 -0.875
N 0.897 -0.464 -0.847
C 2.684 1.767 0.561
C 0.218 -0.857 0.304
C 0.763 -2.209 0.914
H -0.996 1.070 -1.839
H -2.388 -0.028 -1.855
H -1.393 1.493 0.519
H -2.662 2.081 -0.661
H -0.743 -1.389 -1.848
H -1.559 -1.405 -0.470
H 1.942 1.625 -0.295
H 3.343 0.938 0.920
H 3.275 2.722 0.485
H 1.962 1.895 1.417
H -0.218 -0.273 1.251
H 1.796 -2.586 0.392
H 0.956 -2.152 1.996
H 0.166 -3.090 0.500
*
```

- Highest occupied orbital energy: -0.10067 Ha
- Orbital gap: 0.23101 Ha
- LUMO energy: 3.55 eV

Of them, arrangement one has the highest stability.

Arrangement one

Formula: C2H3BrO2
Source: the OMol25 dataset
Level of theory: ωB97M-V/def2-TZVPD

Geometry as ORCA input:
```
! RIJCOSX wB97M-V def2-TZVPD def2/J DEFGRID3
* xyz 0 1
C 0.321 -0.323 0.373
C 0.400 0.814 -0.557
O -0.079 -1.543 -0.087
O 1.230 -1.334 0.136
Br -3.174 0.482 0.313
H 0.105 -0.227 1.498
H 0.798 0.380 -1.508
H 0.399 1.751 -0.168
*
```

- Highest occupied orbital energy (alpha / beta): -0.37229 / -0.34946 Ha
- Orbital gap (alpha / beta): 0.32823 / 0.21437 Ha
- LUMO energy (alpha / beta): -1.20 / -3.68 eV

Arrangement two

Formula: C2H3BrO2
Source: the OMol25 dataset
Level of theory: ωB97M-V/def2-TZVPD

Geometry as ORCA input:
```
! RIJCOSX wB97M-V def2-TZVPD def2/J DEFGRID3
* xyz 0 1
C 0.318 -1.037 0.235
C -0.168 0.755 -0.158
O -0.711 -0.447 -0.528
O 0.815 0.231 0.632
Br 0.354 1.935 -1.540
H -0.035 -1.649 1.069
H 1.025 -1.591 -0.398
H -1.598 1.804 0.687
*
```

- Highest occupied orbital energy (alpha / beta): -0.32983 / -0.32997 Ha
- Orbital gap (alpha / beta): 0.32121 / 0.32133 Ha
- LUMO energy (alpha / beta): -0.23 / -0.23 eV

Arrangement three

Formula: C2H3BrO2
Source: the OMol25 dataset
Level of theory: ωB97M-V/def2-TZVPD

Geometry as ORCA input:
```
! RIJCOSX wB97M-V def2-TZVPD def2/J DEFGRID3
* xyz 0 1
C 0.806 0.574 -0.389
C 0.003 -0.402 -0.233
O -1.050 -2.420 0.233
O -0.133 -1.670 -0.464
Br -2.787 0.185 -0.018
H 0.504 1.526 -0.746
H 1.875 0.532 0.004
H -2.012 -1.880 0.303
*
```

- Highest occupied orbital energy: -0.34728 Ha
- Orbital gap: 0.28589 Ha
- LUMO energy: -1.67 eV

Of them, arrangement two has the highest stability.